1.
The following is a quantum chemistry calculation of C32H51N4O5S5Se2Si2TeY as an isolated structure, from the Open Molecules 2025 dataset.

Element x y z (Å)
Y 1.0585 0.4921 -0.2639
S -0.6343 -7.0691 0.0862
C -0.2147 -5.4500 0.0047
S -0.3834 -4.4793 -1.3918
C 0.2238 -2.9512 -0.7742
C 0.6006 -2.9998 0.5279
S 1.2937 -1.7170 1.5062
S 0.4147 -4.5541 1.3115
S 0.2901 -1.6261 -1.9072
O 3.2288 -1.0702 -0.7219
C 4.6208 -0.8072 -0.6885
C 4.9092 0.5807 -1.2439
C 6.3867 0.5739 -1.6494
O 6.8893 1.8556 -2.0285
C 4.7133 1.6777 -0.1730
Se 3.3895 1.3870 1.2648
C 4.0700 0.7901 -2.5320
Se 2.3756 1.7783 -2.4132
H 2.9744 -1.6051 0.0548
H 5.1350 -1.5627 -1.2993
H 4.9985 -0.8686 0.3367
H 6.5300 -0.1369 -2.4730
H 7.0015 0.2440 -0.8070
H 6.1650 2.3270 -2.4562
H 4.4299 2.6062 -0.6693
H 5.6579 1.8389 0.3478
H 3.8199 -0.1846 -2.9505
H 4.6592 1.3201 -3.2856
O -1.3447 0.1007 0.0742
N -2.1888 0.6112 -0.7027
N -1.7156 1.5672 -1.4098
O -0.4775 1.9872 -1.3166
C -2.5786 2.1975 -2.3590
C -3.9326 1.8891 -2.4334
C -4.7194 2.5403 -3.3675
C -4.1698 3.4902 -4.2231
C -2.8169 3.7798 -4.1373
C -2.0125 3.1362 -3.2050
H -4.3472 1.1469 -1.7675
H -5.7746 2.3028 -3.4274
H -4.7932 3.9951 -4.9505
H -2.3740 4.5111 -4.8022
H -0.9532 3.3320 -3.1232
C -4.1824 -0.5899 6.6190
Si -2.7622 0.2738 5.7484
C -3.4707 1.5360 4.5578
C -1.7898 1.1917 7.0635
C -1.6594 -1.0182 4.9751
Te -1.7384 -1.2373 2.8300
C -3.8739 -1.6747 2.8236
Si -4.1278 -3.5173 2.8486
C -5.9565 -3.9206 3.0292
C -3.2604 -4.3069 4.3013
C -3.4901 -4.2273 1.2527
H -4.8962 0.1358 7.0196
H -3.8162 -1.2016 7.4487
H -4.7220 -1.2509 5.9352
H -4.5515 1.4087 4.4560
H -3.0366 1.4274 3.5607
H -3.2811 2.5560 4.9006
H -2.3556 2.0416 7.4553
H -0.8445 1.5702 6.6635
H -1.5491 0.5292 7.9000
H -1.8403 -1.9919 5.4372
H -0.6093 -0.7667 5.1546
H -4.2492 -1.2541 1.8856
H -4.3462 -1.1343 3.6462
H -6.3564 -3.5227 3.9670
H -6.1089 -5.0040 3.0311
H -6.5422 -3.4997 2.2074
H -3.5453 -3.8389 5.2488
H -2.1764 -4.2256 4.1886
H -3.5186 -5.3681 4.3545
H -4.1662 -4.0127 0.4205
H -3.3440 -5.3091 1.3067
H -2.5194 -3.7819 1.0107
C 4.6670 7.5777 2.1410
C 3.6438 7.4583 1.0198
N 2.9462 6.1808 1.0698
C 3.5701 5.0740 0.3368
C 3.2311 5.1135 -1.1481
C 1.7494 6.1376 1.7031
O 1.2328 7.1448 2.1846
C 1.0826 4.8079 1.9309
C 0.5509 4.6095 3.2035
C -0.0584 3.4108 3.5042
C -0.1059 2.4317 2.5192
N 0.3730 2.6184 1.2949
C 0.9394 3.7898 1.0038
H 5.1827 8.5398 2.0916
H 5.4146 6.7848 2.0810
H 4.1669 7.5028 3.1074
H 4.1283 7.5411 0.0445
H 2.9069 8.2528 1.1042
H 3.2883 4.1203 0.7856
H 4.6494 5.1626 0.4798
H 2.1598 5.2689 -1.2902
H 3.4790 4.1651 -1.6266
H 3.7611 5.9208 -1.6611
H 0.6242 5.4073 3.9308
H -0.4883 3.2240 4.4801
H -0.5496 1.4598 2.7116
H 1.2678 3.8921 -0.0235

Force components x, y, z for each atom (eV/Å):
Y -0.13 0.31 -0.36
S 0.01 0.06 0.00
C -0.04 -0.07 0.00
S -0.04 0.02 -0.17
C -0.11 0.13 -0.09
C -0.12 0.11 0.17
S 0.20 -0.06 -0.02
S 0.03 0.04 0.15
S 0.07 -0.34 -0.05
O 0.03 -0.04 -0.13
C -0.05 -0.01 0.12
C -0.10 0.14 0.01
C 0.05 0.04 -0.04
O -0.04 -0.04 0.00
C -0.08 -0.04 0.00
Se 0.11 0.11 0.17
C -0.03 0.06 0.09
Se -0.10 -0.09 -0.16
H -0.02 0.10 0.01
H 0.01 0.00 -0.02
H -0.02 -0.03 0.02
H 0.01 -0.02 -0.03
H 0.02 0.00 0.01
H 0.02 -0.01 0.01
H 0.11 -0.05 0.02
H 0.03 0.01 -0.04
H 0.09 -0.01 -0.04
H 0.04 -0.01 -0.01
O 0.26 -0.04 0.30
N -0.08 0.14 0.01
N -0.14 0.18 -0.22
O 0.04 -0.39 -0.13
C 0.22 -0.07 0.18
C -0.05 -0.03 0.02
C 0.01 0.02 -0.02
C 0.00 -0.03 0.04
C 0.03 -0.02 0.03
C -0.02 0.11 -0.13
H 0.00 0.01 -0.01
H 0.00 0.00 0.00
H 0.00 0.00 0.00
H 0.00 -0.01 0.00
H 0.00 0.00 0.00
C -0.12 -0.09 0.06
Si -0.05 0.02 0.05
C -0.01 0.05 -0.18
C 0.13 0.05 0.13
C 0.17 -0.20 -0.10
Te -0.39 -0.15 0.20
C 0.12 0.28 -0.07
Si -0.03 -0.10 -0.05
C -0.15 0.00 0.01
C 0.12 -0.02 0.16
C 0.09 0.01 -0.14
H 0.01 -0.03 0.01
H -0.02 0.01 -0.02
H -0.01 0.02 0.02
H 0.01 0.02 0.00
H 0.00 0.03 0.02
H -0.02 -0.01 0.01
H 0.01 -0.02 0.01
H -0.04 0.02 0.00
H 0.02 0.03 -0.02
H 0.05 0.02 0.01
H -0.02 -0.02 0.03
H -0.02 0.03 0.05
H -0.02 0.01 -0.04
H -0.01 -0.02 -0.02
H -0.02 0.02 0.00
H 0.01 -0.01 0.02
H 0.00 -0.03 -0.01
H -0.02 -0.01 0.02
H 0.02 0.01 0.01
H 0.01 -0.01 0.01
H 0.00 0.01 -0.02
H -0.03 -0.06 -0.01
C 0.01 0.01 0.03
C -0.07 -0.02 -0.06
N 0.03 -0.01 -0.10
C -0.07 0.08 0.06
C 0.13 0.10 0.02
C 0.01 -0.05 0.01
O 0.06 0.04 0.11
C -0.02 0.12 0.03
C -0.01 0.02 -0.01
C -0.02 -0.07 -0.02
C -0.03 0.03 0.00
N 0.01 -0.27 0.28
C -0.10 -0.08 -0.17
H 0.00 -0.02 0.00
H -0.01 0.00 0.00
H 0.00 0.01 -0.01
H 0.01 -0.01 0.00
H -0.03 0.02 -0.03
H 0.04 0.03 -0.01
H 0.02 -0.04 0.02
H 0.03 -0.01 -0.06
H -0.05 0.10 -0.01
H -0.04 0.05 0.01
H 0.00 0.01 -0.01
H 0.03 -0.02 -0.01
H -0.03 0.01 0.01
H 0.04 -0.06 0.07

Calculated values
* net charge: -2
* LUMO energy: 3.58 eV
* ΔE to the lowest compared entry with this formula, charge and spin: 0.000 eV
* orbital gap: 5.3443 eV

---

2.
The following is a quantum chemistry calculation of C49H54ClN4O6RuS4 as an isolated structure in a non-equilibrium geometry, from the Open Molecules 2025 dataset.

Element x y z (Å)
Ru -1.9480 -1.4697 -0.6774
S -3.3754 -2.7574 0.7016
S -2.9265 -4.8295 0.5386
S -1.5617 -5.0282 -0.8810
S -1.3065 -3.1142 -1.8061
C 3.2344 -4.8921 0.1896
O 2.7894 -3.4705 0.3464
C 3.6884 -2.5766 0.9099
C 5.0346 -2.7080 0.9190
C 5.9332 -1.7202 1.4178
C 5.3978 -0.6143 2.0348
C 3.9703 -0.4907 2.1402
C 3.1177 -1.4253 1.5253
N 1.7582 -1.2390 1.6215
C 0.8087 -1.1598 0.6275
N 1.2310 -0.4878 -0.4934
C 0.6811 -0.6774 -1.7324
C -0.7432 -0.5543 -1.9912
C -1.0771 0.2306 -3.0455
C -0.1190 0.6010 -4.0156
C 1.1169 -0.0683 -4.0570
C 1.5598 -0.6365 -2.8677
O 2.8317 -0.9988 -2.6048
C 3.6421 -1.5216 -3.6599
N -0.4428 -1.5130 0.8420
C -0.6818 -2.4977 1.9065
C -0.3178 -3.8481 1.7804
C -0.4372 -4.7162 2.8022
C -1.0819 -4.3310 3.9997
C -1.4416 -2.9957 4.1238
C -0.9830 -2.0007 3.2299
O -0.5791 -0.6859 3.5486
C -0.6658 -0.3388 4.8839
H 2.9515 -5.2467 -0.8117
H 2.6780 -5.4786 0.9165
H 4.3445 -4.9461 0.2724
H 5.3779 -3.5747 0.4596
H 6.9666 -1.7951 1.3345
H 6.0329 0.1295 2.5390
H 3.6029 0.4462 2.5564
H 1.3248 -1.3192 2.5421
H 2.2306 0.0178 -0.4502
H -2.1252 0.6336 -3.0236
H -0.3996 1.1604 -4.8836
H 1.6974 -0.1103 -5.0056
H 4.5587 -2.0601 -3.2685
H 3.8864 -0.7157 -4.4795
H 3.0505 -2.2479 -4.2011
H 0.1691 -4.1439 0.8792
H -0.2096 -5.7648 2.6799
H -1.1908 -5.0079 4.8229
H -1.9108 -2.6438 5.0602
H 0.1225 0.3483 5.1235
H -0.4849 -1.1047 5.6827
H -1.6665 -0.0215 5.1144
C -4.3485 2.0627 3.6698
C -3.5780 2.1742 2.3711
C -2.3723 2.8504 2.2102
C -1.5920 2.7654 1.0000
C -0.3768 3.6042 0.8224
C -2.0541 1.7910 0.0577
C -3.2300 1.0175 0.2086
C -4.0452 1.3184 1.3290
N -3.4514 -0.0433 -0.6998
C -4.7536 -0.0958 -1.4838
C -4.9993 1.1999 -2.2832
C -6.3617 1.1567 -3.1150
C -6.2890 0.0158 -4.2184
C -5.9367 -1.3241 -3.4518
C -7.0831 -1.7632 -2.5840
C -7.3406 -0.5535 -1.6186
C -7.5997 0.7848 -2.3571
C -6.0327 -0.4188 -0.7304
C -4.7128 -1.2646 -2.4932
H -4.1551 2.8197 4.4411
H -4.2396 1.0553 4.0794
H -5.4439 2.2072 3.4184
H -2.0856 3.5765 2.9864
H -0.1879 4.0084 -0.2109
H 0.5634 3.0949 1.0440
H -0.3993 4.4765 1.4917
H -1.3854 1.7864 -0.8132
H -5.0267 0.8652 1.4163
H -4.2534 1.4769 -3.0732
H -5.1562 1.9878 -1.6247
H -6.4405 2.0959 -3.6959
H -5.5691 0.2367 -5.0854
H -7.2431 -0.1591 -4.6900
H -5.7207 -2.0197 -4.1748
H -6.9390 -2.6855 -1.9510
H -7.9915 -2.0161 -3.0643
H -8.1671 -0.8758 -0.9341
H -7.7951 1.6223 -1.6485
H -8.4485 0.6852 -2.9996
H -5.8396 -1.3505 -0.0929
H -6.2601 0.3694 0.0059
H -3.7848 -1.2556 -3.1024
H -4.6969 -2.1581 -1.8955
C 7.0945 5.8408 -0.3454
C 7.2993 4.5613 0.3919
C 8.6085 4.1510 0.7847
C 8.7020 3.1169 1.7066
Cl 10.0954 2.7718 2.6043
C 7.5731 2.4228 2.1023
C 6.3865 2.5819 1.4179
C 6.1878 3.6860 0.5445
O 5.0622 3.8629 -0.2206
C 4.6082 2.7264 -1.0165
C 3.4074 1.9044 -0.4386
O 3.5270 0.6414 -0.6899
O 2.5149 2.4516 0.2846
H 8.0099 6.3943 -0.0865
H 6.2841 6.4807 0.0115
H 7.0393 5.8196 -1.4412
H 9.4464 4.7369 0.4863
H 7.5592 1.6609 2.8647
H 5.5534 1.8640 1.6217
H 5.4663 2.0744 -1.1799
H 4.2838 3.1089 -1.9793

Force components x, y, z for each atom (eV/Å):
Ru -2.90 2.15 1.89
S 0.08 -1.33 0.09
S -1.56 1.48 0.57
S 0.64 0.23 -1.17
S 0.97 -3.19 -1.84
C 0.15 1.75 -0.36
O 1.08 -1.23 0.03
C -1.86 0.70 0.44
C 1.35 1.27 0.18
C -2.71 -0.25 0.08
C -1.41 -0.07 0.87
C 1.34 -0.39 -1.07
C 2.09 0.57 0.40
N -2.59 -0.19 0.81
C 0.98 1.60 -0.69
N 0.44 -2.23 2.13
C -1.04 1.13 -2.79
C 2.76 0.06 1.79
C -0.91 1.38 -1.32
C -0.35 -1.55 -0.34
C -0.27 0.43 -0.36
C -0.92 0.28 0.96
O 1.72 -0.98 -0.38
C -0.06 1.07 -1.03
N 0.74 -1.44 0.92
C 1.38 2.19 1.25
C 0.17 1.99 -0.69
C -1.19 -1.27 2.28
C 0.43 0.63 -1.72
C 0.40 1.58 1.63
C 0.59 -1.36 -1.65
O -0.88 -2.25 -1.09
C -0.08 -0.66 2.02
H 0.00 0.43 0.23
H 0.32 -0.03 0.25
H -1.13 -0.38 0.20
H 1.20 -1.13 -0.69
H 1.63 -0.50 -0.23
H -0.34 -0.48 -0.47
H -0.40 -0.39 -0.03
H 0.47 0.06 -0.34
H -0.47 -0.57 -0.32
H 1.08 -0.44 -0.58
H -0.31 0.35 -0.30
H -0.26 0.34 1.02
H -1.09 1.14 -0.15
H 0.00 -1.21 1.73
H -0.18 -0.50 -0.23
H 0.04 -0.07 -0.58
H 0.40 -0.06 -0.10
H -0.40 -0.28 0.15
H 0.42 -0.34 -0.40
H -0.03 1.03 -0.31
H 0.04 -0.37 -1.18
H -0.41 0.87 0.14
C -1.58 0.81 -0.49
C 0.11 -1.28 -0.95
C 0.44 0.71 -0.79
C -2.60 -1.58 0.87
C 0.86 0.94 -0.65
C 1.55 1.65 0.53
C 0.25 0.93 0.63
C 0.80 0.29 -0.06
N -1.26 0.02 -0.73
C 0.36 -0.34 -1.61
C -1.17 -0.84 -2.21
C 1.16 -1.35 -2.44
C 2.00 -0.16 0.77
C 0.23 1.53 1.14
C -0.58 0.70 1.80
C 0.88 -1.16 0.87
C 0.48 0.41 2.10
C -0.95 -0.14 2.24
C 1.12 0.80 -1.10
H 0.42 -0.21 -0.28
H 0.04 0.18 0.09
H 0.99 -0.35 0.36
H 0.10 -0.47 -0.25
H -0.58 -0.55 0.78
H -0.16 -0.33 0.03
H -0.18 -0.19 -0.13
H -0.68 -0.79 0.06
H 0.29 -0.22 0.24
H -0.11 -0.44 1.08
H 0.25 1.73 1.37
H -0.16 -0.10 0.70
H -0.62 -0.32 1.46
H -0.54 0.22 -0.13
H 0.57 -1.95 -1.73
H 0.62 0.91 -0.57
H -1.06 0.09 -1.21
H 0.50 0.69 -0.45
H -0.22 -0.71 0.00
H -0.59 0.06 -0.53
H -0.42 1.00 -0.99
H 0.07 -0.08 -0.20
H -0.29 0.17 0.41
H 0.11 -0.68 0.04
C 1.36 1.18 -0.04
C -0.51 -1.27 -0.95
C -2.30 0.22 0.83
C -1.11 0.27 0.08
Cl 1.62 -0.11 0.33
C -0.64 -0.46 -0.80
C -1.78 0.52 -0.45
C 1.18 -1.32 0.20
O 0.14 0.20 0.26
C -0.17 -0.04 0.72
C -0.33 -0.56 1.98
O -0.24 2.20 0.21
O 1.94 -0.84 -1.76
H -0.20 0.34 -0.44
H -0.19 -0.51 0.09
H -0.12 -0.43 0.24
H 0.53 0.35 0.00
H 0.59 -0.06 0.13
H 0.72 0.98 -0.36
H -0.16 -0.19 0.06
H 0.03 0.34 -0.10

Calculated values
* net charge: -1
* LUMO energy (alpha / beta): 2.28 / 0.60 eV
* ΔE to the lowest compared entry with this formula, charge and spin: 1.299 eV
* ⟨S²⟩: 6.0429
* orbital gap (alpha / beta): 6.3161 / 4.9788 eV
* spin multiplicity: 5

---

3.
The following is a quantum chemistry calculation of a 2-piece molecular cluster, C3H11N3O overall in a non-equilibrium geometry, from the Open Molecules 2025 dataset.

Element x y z (Å)
C 0.7443 -1.0500 1.2356
C -0.4231 -0.8092 -1.1925
C 1.9323 0.1208 -0.4594
N 1.0135 -0.9377 -0.0703
H 2.8303 0.0858 0.1598
H -0.4134 0.1282 1.2637
H 1.4925 -0.7208 1.9559
H 0.1965 -1.9460 1.5157
H 0.0685 -1.3370 -1.9992
H -0.7093 0.1933 -1.5029
H -1.2530 -1.3574 -0.7607
H 1.4552 1.1036 -0.3335
H 2.2129 -0.0149 -1.5038
N -2.3621 1.0634 0.4720
N -0.9910 1.0549 0.6302
O -0.3980 2.1593 0.4672
H -2.7028 0.2773 -0.0753
H -2.6933 1.9863 0.1974

Force components x, y, z for each atom (eV/Å):
C -0.70 -0.29 1.27
C 2.79 -0.79 1.19
C -0.14 0.27 -0.12
N -2.32 1.08 -2.82
H -0.03 -0.11 -0.02
H -0.89 1.52 -0.78
H 0.01 0.05 -0.26
H -0.16 0.08 0.10
H -0.38 -0.20 -0.22
H 0.43 0.06 0.36
H 0.19 -0.15 0.16
H 0.18 -0.10 -0.06
H 0.04 0.01 0.02
N -0.37 -0.05 0.77
N 1.20 -1.09 0.07
O -0.21 -0.28 0.45
H 0.14 0.34 -0.06
H 0.22 -0.34 -0.07

Calculated values
* net charge: 0
* LUMO energy (alpha / beta): 0.76 / -0.16 eV
* ΔE to the lowest compared entry with this formula, charge and spin: 7.654 eV
* orbital gap (alpha / beta): 7.9521 / 6.7559 eV